Arrangement one

108
Properties=species:S:1:pos:R:3:lowdin_charge:R:1 method="wB97M-V/def2-TZVPD" total_charge=0 homo_lumo_gap_ev=5.777 lumo_energy_ev=-0.22 homo_ha=-0.2205
Te 6.653 13.079 12.262 -0.008
Te 8.244 11.498 10.801 -0.031
Se 10.518 12.714 10.717 -0.238
Se 8.326 9.077 11.689 -0.254
Ca 10.885 10.317 12.470 0.859
S 10.263 10.817 15.850 1.047
P 11.142 15.900 11.119 0.994
P 15.657 12.555 12.064 1.111
O 10.181 11.048 14.346 -0.731
O 14.251 15.223 11.399 -0.045
O 12.646 8.867 12.533 -0.194
N 12.591 6.891 11.298 -0.199
C 9.447 18.131 8.181 -0.088
C 9.893 17.447 7.040 -0.095
C 18.199 10.048 10.117 -0.087
C 17.699 14.108 10.914 -0.094
C 12.916 5.479 11.334 -0.035
C 18.176 15.131 10.102 -0.087
C 7.463 11.337 15.744 -0.052
C 6.092 10.698 17.662 -0.071
C 8.393 10.064 17.618 -0.108
C 15.496 15.052 10.756 -0.218
C 14.753 17.221 12.688 -0.042
C 17.403 12.909 14.214 -0.105
C 17.769 13.258 15.517 -0.089
C 7.756 17.405 13.895 -0.112
C 9.023 17.278 14.402 -0.111
C 16.347 13.977 11.197 -0.302
C 14.451 18.526 12.989 -0.090
C 8.415 16.280 11.866 -0.163
C 9.760 16.347 12.281 -0.358
C 10.737 16.658 9.551 -0.384
C 17.301 10.249 12.710 -0.096
C 11.205 12.914 19.026 -0.076
C 12.259 18.243 12.130 -0.113
C 6.250 11.371 16.448 -0.056
C 13.196 19.055 12.740 -0.081
C 16.014 16.016 9.910 -0.018
C 11.361 16.113 8.397 -0.097
C 7.384 16.871 12.640 -0.094
C 16.080 12.982 13.772 -0.405
C 15.135 13.314 14.705 -0.114
C 10.898 16.502 7.148 -0.107
C 13.865 16.388 12.053 -0.222
C 10.180 13.529 16.492 -0.036
C 9.858 17.751 9.443 -0.097
C 10.702 12.257 16.736 -0.393
C 10.040 16.745 13.603 -0.107
C 17.308 11.071 10.429 -0.119
C 11.627 7.387 10.368 -0.048
C 15.478 13.530 16.051 -0.075
C 7.201 10.095 18.295 -0.085
C 10.678 14.192 18.798 -0.064
C 16.823 13.551 16.467 -0.084
C 10.176 14.513 17.519 -0.044
C 18.577 9.070 11.049 -0.109
C 18.160 9.192 12.339 -0.101
C 16.879 11.208 11.766 -0.384
C 17.357 16.106 9.580 -0.061
C 11.242 11.954 18.011 -0.101
C 13.050 7.686 12.287 -0.244
C 12.522 16.927 11.800 -0.265
C 8.568 10.756 16.398 -0.355
H 8.690 18.908 8.125 0.101
H 9.356 9.653 17.969 0.101
H 11.255 18.659 12.017 0.111
H 14.007 5.437 11.257 0.095
H 9.419 18.190 10.358 0.108
H 17.104 13.790 17.465 0.092
H 16.959 10.330 13.734 0.100
H 15.715 16.826 13.034 0.131
H 11.605 12.663 20.031 0.116
H 16.973 11.783 9.668 0.110
H 7.068 9.704 19.315 0.112
H 13.115 20.058 13.087 0.094
H 9.315 17.548 15.397 0.088
H 6.999 17.981 14.487 0.111
H 9.485 17.657 6.039 0.106
H 5.441 11.992 16.017 0.118
H 13.873 7.192 12.828 0.151
H 15.288 16.703 9.548 0.119
H 17.785 16.898 8.989 0.108
H 9.728 15.468 17.317 0.094
H 12.041 15.253 8.502 0.102
H 14.622 13.768 16.735 0.110
H 11.673 10.987 18.217 0.102
H 11.298 15.971 6.245 0.117
H 18.230 12.591 13.542 0.113
H 12.645 5.028 12.312 0.104
H 11.587 6.670 9.515 0.107
H 5.124 10.492 18.150 0.111
H 11.994 8.364 10.024 0.102
H 18.804 13.136 15.747 0.096
H 10.621 7.557 10.831 0.028
H 18.370 13.316 11.214 0.099
H 9.849 13.815 15.472 0.133
H 19.212 15.234 9.886 0.094
H 19.174 8.221 10.700 0.105
H 14.081 13.480 14.363 0.117
H 11.058 16.624 13.920 0.094
H 12.411 4.982 10.509 0.092
H 18.388 8.505 13.174 0.110
H 10.684 15.045 19.484 0.109
H 6.327 16.748 12.355 0.104
H 7.583 11.709 14.735 0.007
H 18.607 10.102 9.084 0.113
H 8.132 15.737 10.964 0.081
H 15.224 19.202 13.389 0.114

---

Arrangement two

108
Properties=species:S:1:pos:R:3:lowdin_charge:R:1 method="wB97M-V/def2-TZVPD" total_charge=0 homo_lumo_gap_ev=6.374 lumo_energy_ev=0.24 homo_ha=-0.2253
Te 4.139 -2.140 0.170 0.060
Te 4.371 -3.726 -1.936 -0.077
Se 3.259 0.025 -0.754 -0.161
Se 2.075 -3.018 1.263 -0.068
Ca 0.717 -0.753 -0.075 0.682
S 2.193 -0.200 2.468 0.817
P -0.513 -1.328 -2.611 1.049
P -0.302 2.051 -0.335 1.059
O -1.471 1.269 -2.657 -0.090
O -1.051 -2.036 0.505 -0.233
O 0.682 0.131 1.974 -0.694
N -1.365 -3.538 2.158 -0.134
C -2.009 -3.610 -2.124 -0.116
C 1.742 -2.128 6.497 -0.075
C -2.746 3.068 0.496 -0.087
C 3.610 3.334 4.824 -0.076
C 0.920 -2.024 -4.873 -0.082
C -3.810 -1.166 -4.994 -0.074
C 3.002 -1.984 5.900 -0.065
C 2.407 0.352 -4.866 -0.068
C -1.422 3.329 -3.993 -0.013
C 4.042 1.603 3.188 -0.077
C -1.376 -2.298 1.664 -0.331
C -3.922 0.543 0.753 -0.077
C -2.623 0.649 0.291 -0.087
C -1.071 4.676 -4.021 -0.065
C -2.668 -1.655 -4.373 -0.080
C -1.998 1.914 0.261 -0.335
C 0.378 -3.975 -2.449 -0.107
C 0.691 -1.190 4.545 -0.080
C -1.954 -0.849 -3.514 -0.284
C 3.126 -1.449 4.632 -0.074
C -0.456 5.262 -2.905 -0.079
C 1.491 0.101 -3.852 -0.126
C 0.586 -1.747 5.817 -0.073
C -1.155 2.596 -2.844 -0.247
C 0.171 -5.334 -2.260 -0.072
C 2.766 4.151 1.163 -0.077
C -4.656 1.681 1.096 -0.076
C -0.893 -4.686 1.322 -0.046
C -4.062 2.931 0.942 -0.075
C 2.689 1.293 3.213 -0.406
C -2.332 0.511 -3.430 -0.223
C 0.840 4.718 2.501 -0.091
C 1.859 -1.776 -5.870 -0.068
C -1.104 -5.856 -2.014 -0.087
C -3.495 1.022 -4.027 -0.012
C -0.495 3.162 -1.728 -0.270
C 0.625 3.084 0.778 -0.392
C -0.159 4.508 -1.775 -0.066
C -2.195 -4.977 -1.966 -0.097
C -4.230 0.153 -4.819 -0.070
C -0.723 -3.101 -2.406 -0.377
C 0.056 3.779 1.845 -0.094
C 2.207 4.898 2.200 -0.080
C 1.950 -1.091 3.967 -0.439
C 1.987 3.263 0.446 -0.117
C -1.869 -3.855 3.502 -0.031
C 2.262 2.988 4.839 -0.072
C 0.753 -1.085 -3.856 -0.356
C 1.784 1.971 4.009 -0.066
C 2.612 -0.600 -5.869 -0.069
C 4.496 2.636 3.991 -0.069
H -4.376 -0.448 0.827 0.108
H -2.283 4.047 0.368 0.112
H 1.695 -2.586 7.479 0.102
H -1.917 2.855 -4.841 0.115
H 4.715 1.035 2.548 0.117
H 0.744 1.675 3.922 0.115
H -4.640 3.818 1.146 0.099
H -3.756 2.067 -3.891 0.119
H -5.129 0.508 -5.319 0.108
H -0.458 -4.316 0.401 0.035
H 3.363 -0.422 -6.628 0.101
H -2.317 -2.668 -4.553 0.114
H -0.964 3.570 2.161 0.101
H 2.420 2.698 -0.374 0.048
H 2.966 1.288 -4.855 0.110
H -3.194 -5.349 -1.774 0.101
H 1.396 -3.607 -2.574 0.026
H 2.825 5.566 2.807 0.109
H 0.312 4.997 -0.931 0.108
H 0.405 5.280 3.325 0.105
H -4.384 -1.831 -5.635 0.105
H 3.815 4.262 0.914 0.113
H -0.386 -1.885 6.285 0.104
H -2.775 -4.451 3.452 0.087
H 1.037 -5.990 -2.260 0.108
H -0.219 6.321 -2.919 0.102
H -1.700 -1.518 2.359 0.140
H -1.265 5.282 -4.903 0.107
H -2.066 -2.906 3.999 0.080
H 1.970 -2.484 -6.671 0.098
H -0.146 -0.763 3.999 0.095
H -1.251 -6.923 -1.866 0.102
H -5.668 1.591 1.472 0.102
H -0.127 -5.232 1.870 0.080
H 3.997 4.144 5.446 0.109
H 5.543 2.894 3.952 0.105
H 1.391 0.805 -3.021 0.064
H 4.085 -1.257 4.164 0.119
H -2.835 -2.914 -2.004 0.109
H 0.307 -2.917 -4.916 0.106
H 3.903 -2.259 6.452 0.111
H -1.112 -4.401 4.079 0.097
H 1.564 3.536 5.468 0.111
H -2.116 -0.228 -0.075 0.062
H -1.730 -5.353 1.091 0.093

---

Relative calculated energies, zero for the most stable structure, unit kJ/mol: arrangement one 385.3; arrangement two 0.0.

---

Arrangement one

15
Properties=species:S:1:pos:R:3:lowdin_charge:R:1 method="wB97M-V/def2-TZVPD" total_charge=0 homo_lumo_gap_ev=9.817 lumo_energy_ev=0.59 homo_ha=-0.3392
O -2.543 -0.098 -1.461 -0.022
N -0.791 0.916 -2.033 0.121
N -1.542 0.107 1.192 0.117
N -0.790 -0.126 2.258 -0.014
C 2.794 -0.428 -0.857 0.121
C 0.491 -0.408 1.959 -0.033
C 0.578 -0.382 0.573 -0.195
C -0.770 -0.164 0.145 -0.176
C 1.779 -0.401 -0.195 -0.102
C -1.300 -0.038 -1.243 -0.459
H -1.185 -0.004 3.183 0.163
H 0.199 0.887 -2.247 0.085
H 1.257 -0.499 2.722 0.131
H 3.670 -0.517 -1.474 0.032
H -1.848 1.155 -2.521 0.230

---

Arrangement two

15
Properties=species:S:1:pos:R:3:lowdin_charge:R:1 method="wB97M-V/def2-TZVPD" total_charge=0 homo_lumo_gap_ev=6.569 lumo_energy_ev=-1.12 homo_ha=-0.2826
O -3.270 -0.637 -0.144 0.037
N 2.676 -0.204 -0.026 -0.087
N 1.780 -1.264 0.008 0.070
N 2.054 0.983 -0.215 0.182
C -1.587 1.197 0.271 0.007
C -0.285 1.614 0.040 -0.059
C 0.479 -0.608 0.220 -0.253
C -2.120 -0.268 -0.077 -0.353
C 0.703 0.634 0.111 -0.337
C -0.769 -1.210 -0.096 0.092
H -2.371 1.938 -0.100 0.110
H 3.563 -0.147 -0.557 0.165
H 2.113 -2.057 0.753 0.214
H -0.040 2.748 -0.122 0.151
H -1.197 -2.157 -0.003 0.061

---

Relative calculated energies, zero for the most stable structure, unit kJ/mol: arrangement one 0.0; arrangement two 197.1.